1.
The following is a quantum chemistry calculation of 10 unconnected molecules or ions with the total composition C21H61O10S9 in a non-equilibrium geometry, from the OMol25 dataset.

Positions of all 101 atoms, in Å:
C: -1.12 1.08 -0.03
C: -0.71 0.03 -1.12
C: -0.35 -1.34 -0.55
O: -1.76 -0.05 -2.01
H: -0.28 0.90 0.64
H: -2.08 0.81 0.41
H: -1.05 2.13 -0.29
H: 0.16 0.39 -1.66
H: 0.58 -1.12 -0.02
H: 0.06 -2.13 -1.18
H: -1.11 -1.76 0.11
C: 3.07 -0.76 -3.15
S: 4.03 -0.96 -1.57
O: 3.16 -1.91 -0.77
C: 5.36 -2.05 -2.16
H: 2.14 -0.20 -3.02
H: 2.69 -1.77 -3.31
H: 3.55 -0.29 -4.01
H: 4.87 -2.76 -2.82
H: 5.98 -2.52 -1.41
H: 6.00 -1.42 -2.78
C: -3.35 2.31 3.06
S: -2.45 3.71 2.28
O: -2.83 4.98 3.06
C: -0.83 3.34 3.06
H: -3.43 1.50 2.34
H: -4.37 2.62 3.27
H: -2.88 1.91 3.96
H: -0.12 4.13 2.82
H: -0.39 2.45 2.59
H: -0.83 3.08 4.12
C: 3.33 1.80 1.58
S: 1.97 2.78 0.82
O: 1.97 4.14 1.55
C: 2.63 3.11 -0.90
H: 3.06 1.61 2.62
H: 4.29 2.32 1.58
H: 3.45 0.85 1.05
H: 3.09 2.18 -1.23
H: 3.41 3.83 -0.64
H: 1.97 3.51 -1.67
C: 2.42 -1.97 2.79
S: 4.23 -1.52 3.07
O: 4.40 -1.44 4.62
C: 5.03 -3.03 2.42
H: 2.14 -2.74 3.50
H: 2.50 -2.38 1.78
H: 1.81 -1.07 2.78
H: 4.46 -3.46 1.60
H: 5.19 -3.71 3.26
H: 6.02 -2.82 2.02
C: 0.28 -4.73 0.18
S: 0.93 -5.90 1.49
O: 1.39 -4.95 2.57
C: 2.31 -6.30 0.35
H: -0.73 -4.43 0.48
H: 0.27 -5.12 -0.83
H: 0.85 -3.80 0.13
H: 2.78 -7.23 0.67
H: 3.15 -5.62 0.50
H: 1.95 -6.37 -0.67
C: -3.74 3.06 -2.03
S: -3.18 3.38 -3.74
O: -3.98 2.45 -4.63
C: -3.78 5.11 -3.98
H: -3.25 3.64 -1.25
H: -3.58 1.98 -1.95
H: -4.83 3.03 -2.10
H: -3.75 5.56 -4.98
H: -3.40 5.75 -3.19
H: -4.85 5.15 -3.79
C: -0.18 -1.70 5.58
S: -0.99 -0.32 4.71
O: 0.08 0.59 4.08
C: -1.84 -1.37 3.37
H: 0.30 -2.48 4.99
H: -1.07 -2.24 5.91
H: 0.38 -1.55 6.51
H: -1.06 -2.03 2.99
H: -2.26 -0.78 2.56
H: -2.66 -1.96 3.77
C: 0.45 2.58 -3.99
S: 1.64 3.53 -4.91
O: 2.71 2.56 -5.30
C: 0.58 3.79 -6.45
H: 0.97 1.90 -3.31
H: -0.30 2.07 -4.59
H: -0.14 3.33 -3.46
H: -0.24 4.39 -6.07
H: 0.26 2.87 -6.93
H: 1.22 4.43 -7.07
C: -5.54 -3.24 0.38
S: -4.28 -1.98 -0.25
O: -4.37 -1.90 -1.80
C: -4.95 -0.42 0.45
H: -5.34 -4.19 -0.12
H: -6.57 -2.93 0.18
H: -5.40 -3.41 1.45
H: -4.37 -0.25 1.36
H: -6.01 -0.59 0.64
H: -4.91 0.34 -0.33

Calculated values
HOMO energy   -2.96 eV
Relative energy (zero: lowest compared OMol25 entry of this formula, charge and spin)   323.5 kJ/mol
Charge   -1
Total energy   -5172.3815 a.u.

***

2.
The following is a quantum chemistry calculation of a molecular structure, C21H62ClFGaN9O5P3S in a non-equilibrium geometry, from the OMol25 dataset.

Positions of all 104 atoms, in Å:
C: 5.15 1.08 -2.93
C: 4.36 1.30 -1.62
C: 2.99 0.62 -1.63
Cl: 3.17 -1.11 -2.17
Ga: 1.79 1.68 -2.90
S: -0.54 1.30 -2.50
O: -1.22 2.48 -2.01
O: -1.14 0.82 -3.72
F: -0.78 0.15 -1.37
H: 5.60 2.02 -3.25
H: 4.51 0.75 -3.73
H: 5.94 0.36 -2.75
H: 4.16 2.37 -1.54
H: 4.96 0.96 -0.78
H: 2.59 0.59 -0.61
H: 2.05 3.23 -2.75
H: 2.11 1.16 -4.37
O: 0.94 5.02 -5.31
P: -0.09 5.87 -5.92
N: -1.09 4.72 -6.70
C: -1.85 4.85 -7.92
C: -1.62 3.68 -5.82
N: 0.89 6.80 -7.01
C: 0.55 7.22 -8.36
C: 2.32 6.51 -6.93
N: -1.20 7.12 -5.58
C: -1.79 7.03 -4.25
C: -2.09 7.79 -6.49
H: -2.89 5.18 -7.76
H: -1.90 3.87 -8.42
H: -1.38 5.52 -8.64
H: -2.43 4.05 -5.18
H: -0.84 3.27 -5.18
H: -2.02 2.85 -6.41
H: 0.07 6.44 -8.96
H: 1.45 7.50 -8.90
H: -0.06 8.13 -8.37
H: 2.59 5.59 -7.46
H: 2.66 6.42 -5.90
H: 2.88 7.34 -7.37
H: -2.61 6.30 -4.20
H: -2.20 8.00 -3.95
H: -1.05 6.74 -3.50
H: -3.12 7.42 -6.39
H: -1.82 7.68 -7.54
H: -2.10 8.86 -6.27
O: 3.15 0.74 3.35
P: 2.48 -0.48 3.83
N: 2.31 -1.41 2.41
C: 1.27 -2.35 2.06
C: 3.55 -1.67 1.68
N: 1.00 0.19 4.40
C: -0.34 -0.39 4.29
C: 0.90 1.65 4.28
N: 2.59 -1.69 5.02
C: 3.95 -2.09 5.37
C: 1.66 -2.77 5.23
H: 1.51 -3.39 2.34
H: 1.13 -2.34 0.97
H: 0.31 -2.09 2.49
H: 4.19 -2.42 2.18
H: 4.13 -0.76 1.57
H: 3.33 -2.04 0.68
H: -0.54 -0.83 3.31
H: -1.09 0.38 4.44
H: -0.54 -1.12 5.08
H: 0.66 1.97 3.26
H: 1.82 2.14 4.58
H: 0.12 2.01 4.95
H: 4.38 -2.78 4.64
H: 3.97 -2.58 6.35
H: 4.61 -1.22 5.44
H: 2.06 -3.72 4.84
H: 0.68 -2.64 4.79
H: 1.50 -2.91 6.31
O: -1.56 -4.57 5.89
P: -2.29 -4.95 4.65
N: -3.76 -5.53 5.33
C: -4.56 -6.67 4.93
C: -4.55 -4.52 6.03
N: -1.12 -6.19 4.23
C: -1.38 -7.54 3.74
C: 0.08 -6.23 5.08
N: -2.73 -4.74 3.03
C: -3.21 -3.38 2.72
C: -3.33 -5.69 2.11
H: -5.34 -6.42 4.20
H: -5.06 -7.08 5.81
H: -3.95 -7.47 4.53
H: -5.05 -3.82 5.35
H: -3.92 -3.94 6.70
H: -5.32 -5.00 6.64
H: -2.19 -8.05 4.27
H: -0.50 -8.16 3.87
H: -1.56 -7.57 2.66
H: -0.12 -6.73 6.04
H: 0.46 -5.24 5.28
H: 0.89 -6.77 4.58
H: -4.25 -3.23 3.02
H: -3.14 -3.18 1.65
H: -2.59 -2.63 3.23
H: -4.41 -5.49 1.99
H: -3.23 -6.72 2.40
H: -2.86 -5.58 1.13

Calculated values
HOMO energy   -5.44 eV
Charge   -1
Total energy   -5613.3753 a.u.

***

Taking the records one at a time from the top gives molecular weight values of 762.31; 769.95 g/mol.